(a)
18
Properties=species:S:1:pos:R:3 method="wB97M-V/def2-TZVPD" spin_multiplicity=1 e_lumo_ev=0.885 smiles=C#CCC.CPO
P 2.7977 -0.8440 0.0081
O 1.6182 -1.2473 -1.0581
C -1.7096 1.3400 -0.6977
C -1.7423 -0.9541 0.0071
C -1.3060 -1.9116 -0.5704
C -1.8379 0.3629 0.5689
C 1.9606 0.3461 1.1145
H -0.8999 -2.8241 -0.8222
H -1.0492 0.7492 1.1869
H -1.7648 2.3606 -0.4336
H 2.7687 1.0044 1.5771
H 1.4346 -0.1319 2.0275
H -0.8588 1.1002 -1.3003
H -2.6578 1.0984 -1.0840
H 1.2643 1.0276 0.5648
H -2.7703 0.4580 1.0868
H 1.3382 -2.0777 -1.2196
H 3.4144 0.1434 -0.9557



(b)
18
Properties=species:S:1:pos:R:3 method="wB97M-V/def2-TZVPD" spin_multiplicity=1 e_lumo_ev=0.594 smiles="C1=CO1.CP(C)C"
P 0.3157 0.3687 -0.0028
O 1.8883 -1.9839 0.0985
C -0.9596 -0.9419 -0.5751
C 3.2657 -1.6610 -0.1314
C 2.4934 -1.4321 -1.1405
C -0.2539 0.5106 1.7045
C -0.3916 1.7393 -1.0589
H -1.9561 -0.4554 -0.7727
H -0.5470 -1.3252 -1.4192
H 0.0296 -0.3843 2.1487
H 1.9303 -0.7178 -1.7790
H 0.2045 2.5847 -1.1398
H -1.3571 0.8240 1.7411
H -1.4721 2.0876 -0.8333
H 4.0606 -2.1746 0.2784
H -1.0044 -1.7567 0.1447
H 0.1706 1.4076 2.2592
H -0.2958 1.1465 -1.9739



Referenced to the most stable arrangement, the calculated values in hartree are (a) 0.0000; (b) 0.1010.